# 1
ORCA calculation (wB97M-V/def2-TZVPD) on a molecular structure, C30H45BF2N7ORuS3.

```
90
Properties=species:S:1:pos:R:3:forces:R:3:mulliken_charge:R:1
Ru 0.087 0.114 -0.034 -0.8984 0.1788 -1.3604 -0.10
C -3.348 -3.749 -1.871 -0.1616 0.0309 0.0831 -1.87
C -1.909 -3.770 -2.230 0.4167 -0.3966 -0.4031 0.52
C -1.375 -4.669 -3.120 -0.0756 0.6411 0.5455 -0.60
C 0.001 -4.612 -3.449 -0.0193 0.2963 0.2810 0.16
N 0.755 -3.669 -2.950 1.0302 -0.3364 -0.4470 -0.45
N 0.274 -2.813 -2.061 -1.6867 0.0503 0.2478 0.88
B 1.304 -1.924 -1.424 -0.9146 1.0131 -0.9300 -0.12
N 2.201 -1.110 -2.330 0.0655 1.3283 -0.6843 0.94
N 3.298 -1.758 -2.674 0.5633 -0.8041 0.0909 -0.50
C 4.173 -1.207 -3.483 -0.3333 0.0830 0.1330 0.00
C 3.988 0.119 -3.940 -0.6706 0.1478 0.3146 -0.41
C 2.852 0.813 -3.591 0.4753 -0.6722 -0.0275 0.40
C 2.597 2.214 -4.007 -0.0501 0.2100 -0.0647 -2.01
C 1.913 0.137 -2.764 -0.0415 -0.2009 0.0753 0.75
S 0.433 0.872 -2.299 -0.0090 -0.2085 0.2956 -0.34
C 5.309 -2.069 -3.971 0.1717 -0.2415 -0.1120 2.06
C 6.657 -1.345 -3.873 -0.2251 -0.0526 0.0868 -1.83
C 5.350 -3.372 -3.174 -0.0136 0.1375 -0.1395 -1.71
C 5.009 -2.377 -5.450 0.0244 -0.0277 0.1868 -1.50
N 1.818 -2.380 -0.160 1.8625 -0.2342 3.4330 0.62
N 1.523 -3.640 0.194 -0.2896 -0.1603 -0.7970 -0.27
C 2.088 -4.204 1.225 0.0116 0.0246 -0.3613 0.01
C 3.066 -3.523 1.977 -0.0170 1.3262 -0.2752 -0.67
C 3.263 -2.165 1.757 0.2055 -1.2724 0.4114 0.37
C 4.120 -1.320 2.633 0.1816 0.0680 -0.0091 -1.84
C 2.570 -1.580 0.696 -1.0752 0.2575 -1.1667 0.77
S 2.459 0.138 0.468 -0.5344 -0.9123 -0.1696 -0.35
C 1.662 -5.617 1.540 -0.2138 -0.2999 -0.0474 2.01
C 1.132 -5.678 2.979 0.0329 0.0979 -0.1953 -1.74
C 2.869 -6.551 1.390 -0.1246 0.1541 -0.0398 -1.67
C 0.557 -6.043 0.571 0.1665 0.0371 0.1243 -1.81
C -1.014 -2.832 -1.645 0.7274 0.2307 -0.1144 0.48
S -1.554 -1.761 -0.433 0.8583 1.1643 0.6908 -0.25
C 0.634 -5.633 -4.362 0.2315 -0.1127 -0.2211 2.18
C 0.357 -7.038 -3.803 0.0340 0.1998 -0.0304 -1.65
C 2.144 -5.402 -4.436 -0.2410 -0.0102 -0.0108 -1.86
C 0.010 -5.509 -5.760 0.1029 0.0300 0.1740 -1.74
H -3.888 -4.532 -2.392 -0.0492 -0.0661 -0.0259 0.42
H -3.783 -2.785 -2.137 -0.0646 0.0502 0.0111 0.39
H -3.480 -3.878 -0.798 -0.0535 -0.0205 0.0778 0.42
H -2.006 -5.412 -3.576 -0.1282 -0.1343 -0.0811 0.46
H 4.740 0.590 -4.554 0.0780 0.0243 -0.0871 0.47
H 3.345 2.555 -4.718 0.0316 -0.0035 -0.0263 0.41
H 2.619 2.867 -3.135 -0.0195 0.0587 0.0255 0.36
H 1.608 2.311 -4.451 -0.0337 0.0399 -0.0632 0.44
H 6.839 -0.987 -2.864 0.0707 0.0473 0.1583 0.39
H 6.723 -0.505 -4.559 0.0237 0.1160 -0.0771 0.36
H 7.448 -2.044 -4.132 0.0933 -0.0301 -0.0467 0.47
H 5.601 -3.175 -2.136 0.0348 -0.0253 0.2043 0.33
H 6.098 -4.040 -3.589 0.1390 -0.0458 -0.0768 0.53
H 4.384 -3.865 -3.206 -0.0441 -0.1490 0.0217 0.15
H 4.993 -1.472 -6.051 0.0016 0.1275 -0.1049 0.40
H 4.050 -2.878 -5.555 -0.1356 -0.0884 -0.0382 0.21
H 5.780 -3.032 -5.844 0.1041 -0.0631 -0.0699 0.48
H 3.600 -4.032 2.764 0.0197 -0.0276 0.1971 0.55
H 4.486 -1.879 3.488 0.0189 -0.0441 0.0277 0.45
H 3.565 -0.450 2.983 -0.0274 -0.0079 0.0537 0.44
H 4.972 -0.949 2.066 0.1107 0.0767 0.0113 0.37
H 1.906 -5.436 3.702 0.0987 0.0309 0.1618 0.39
H 0.778 -6.683 3.190 -0.0098 -0.1056 0.0398 0.45
H 0.301 -4.989 3.113 -0.1200 0.0827 0.0663 0.39
H 3.650 -6.322 2.109 0.1570 0.0142 0.1317 0.38
H 3.290 -6.486 0.391 0.0704 -0.0296 -0.1580 0.33
H 2.547 -7.574 1.562 0.0046 -0.1371 0.0381 0.47
H -0.302 -5.383 0.665 -0.1600 0.0380 -0.0477 0.31
H 0.241 -7.058 0.791 0.0014 -0.1307 0.0652 0.58
H 0.918 -5.998 -0.454 -0.0507 -0.0548 -0.1415 0.15
H 0.721 -7.135 -2.783 0.0542 -0.0423 0.1186 0.24
H 0.868 -7.773 -4.419 0.0424 -0.0736 -0.0518 0.48
H -0.702 -7.278 -3.819 -0.1503 -0.0621 0.0226 0.43
H 2.590 -5.506 -3.450 0.1200 0.0121 0.0776 0.25
H 2.355 -4.404 -4.808 0.1130 0.0940 -0.0342 0.20
H 2.601 -6.127 -5.104 -0.0044 -0.0992 -0.0704 0.55
H -1.058 -5.709 -5.738 -0.1515 -0.0040 -0.0418 0.37
H 0.469 -6.236 -6.424 0.0336 -0.0722 -0.0778 0.47
H 0.173 -4.517 -6.174 0.0042 0.1008 -0.0731 0.37
C -3.923 2.014 -0.482 0.0145 0.0004 0.0278 -1.15
C -2.572 2.267 0.115 -0.5117 -0.0242 -0.0733 0.73
N -2.484 3.220 1.031 0.1539 0.2128 0.2557 -0.35
O -1.588 1.611 -0.256 0.8354 -0.6009 -0.0100 -0.65
H -4.607 2.832 -0.281 -0.1334 0.0262 -0.0143 0.42
H -4.327 1.098 -0.050 0.0000 -0.0451 0.0306 0.26
H -3.830 1.867 -1.556 0.0646 0.0128 0.0268 0.30
H -3.291 3.749 1.323 0.0509 -0.0493 -0.0953 0.20
H -1.600 3.439 1.469 -0.0552 -0.0885 -0.0728 0.21
F 0.110 -1.160 2.291 0.3594 -0.6376 0.6437 -0.23
C -0.274 0.108 1.976 0.2128 0.0116 -0.4781 -0.07
F -1.614 0.144 2.105 -0.7302 0.1830 0.4774 -0.22
H 0.174 0.810 2.701 -0.0510 -0.1622 -0.4025 0.36
```
Positions in Å, forces in eV/Å.

Properties
* orbital gap (spin up / spin down): 6.224 / 6.653 eV
* expectation value of S²: 1.0520
* E_HOMO (spin up / spin down): -13.7 / -13.8 eV
* multiplicity: 2
* total charge: +2


# 2
ORCA calculation (wB97M-V/def2-TZVPD) on 2 unconnected molecules or ions with the total composition C30H45BrCl3FI2N5O.

```
88
Properties=species:S:1:pos:R:3:forces:R:3:mulliken_charge:R:1
C 0.755 -1.290 1.757 1.0888 0.0718 -0.9104 -0.72
C 1.344 -1.802 0.572 -0.0570 0.4633 0.7124 -0.42
C 2.896 -1.835 0.334 -1.7655 2.1306 0.2071 0.08
Br 3.582 -3.635 0.977 -0.9506 -0.4530 -1.5817 0.08
N 3.621 -0.912 1.379 0.6336 -1.0733 -1.7945 0.39
F 3.708 -1.732 2.468 0.9430 1.9604 1.8646 -0.18
C 4.815 -0.509 0.703 -1.6540 -0.3293 -2.0623 -1.30
N 6.054 -0.392 1.037 -1.3860 -0.0960 1.3601 0.11
C 6.498 -0.761 2.410 2.7005 -1.5140 0.6721 0.39
C 6.722 -2.353 2.488 -0.1215 0.2521 -0.0764 -1.19
C 7.941 -0.116 2.611 -0.9883 0.8632 -0.3908 -0.97
C 7.848 1.459 2.745 0.2171 -0.5839 -0.5527 -1.02
N 4.322 -0.096 -0.628 0.3131 -0.1046 2.5898 -0.05
C 3.715 1.228 -0.271 -0.3468 2.2050 -0.4047 -0.91
C 2.159 1.390 -0.221 -0.7969 1.1826 0.5939 0.59
C 1.702 2.789 -0.866 -0.6418 -1.2372 -1.2035 -0.44
C 0.276 2.612 -1.569 -0.5988 0.3370 0.3104 -0.52
C -0.942 2.758 -0.568 -0.0675 -0.5052 -0.0722 -0.67
C -1.434 1.387 0.064 -0.9413 1.0843 0.4349 0.19
C -3.024 1.382 0.152 0.3350 -1.1296 -0.1869 -0.99
C -3.523 0.031 0.797 -0.7636 -0.2240 0.5884 -0.14
C -4.925 0.170 1.545 0.0603 -0.0112 -0.0735 -0.86
C -6.163 -0.188 0.631 -0.0124 -0.2711 0.1141 -0.58
C -6.320 -1.765 0.415 0.3057 1.2589 -0.3654 -0.52
C -7.344 -2.122 -0.724 -0.1634 0.0905 0.1413 -0.73
N -8.760 -2.170 -0.254 -0.1643 -0.7346 -0.3399 0.24
C -9.317 -1.590 0.881 -2.9049 -0.5584 -0.2443 -0.17
C -10.748 -1.882 0.882 1.7393 -1.0471 -2.0099 -0.62
C -10.998 -2.722 -0.327 2.9585 0.7412 -0.1415 -0.48
C -9.708 -2.868 -1.017 -2.4023 1.0093 2.4555 -0.34
C 3.504 -1.267 -1.019 1.1774 -2.4936 -1.2112 3.43
N 4.581 -2.319 -1.329 0.0897 1.2845 -1.5047 -0.65
C 5.313 -1.905 -2.252 -0.0655 -0.4182 2.2348 0.63
O 6.151 -1.498 -2.919 0.3102 -0.0582 -1.0826 -0.39
C 2.722 -1.195 -2.375 -1.6801 0.0336 -0.2315 -1.69
I 2.830 0.632 -3.581 0.4125 -0.8133 0.8939 0.09
C 1.973 -2.175 -2.976 0.3420 1.1313 -0.2098 0.05
C 1.243 -1.963 -4.365 0.1677 -0.1328 0.6967 -1.24
I 1.754 -4.117 -2.120 -0.0079 0.6832 -0.6725 0.12
H 0.351 -2.000 2.528 -1.4245 1.0475 -1.5105 0.30
H 0.767 -0.172 1.905 1.4083 -1.3786 1.1090 0.13
H 0.616 -2.143 -0.219 1.3903 -1.4885 1.2166 0.08
H 6.732 -0.035 0.357 -0.4428 -0.1550 0.1556 0.47
H 5.774 -0.436 3.198 0.4842 -0.0127 -1.0163 0.46
H 6.396 -2.839 1.527 0.1866 0.3731 1.1107 0.22
H 7.811 -2.607 2.645 -1.1812 0.4237 -0.2025 0.46
H 6.148 -2.762 3.359 0.4303 0.2283 -0.9339 0.24
H 8.456 -0.608 3.483 -0.6399 0.5960 -0.9185 0.42
H 8.523 -0.331 1.662 -0.4051 -0.0930 1.1663 0.37
H 7.657 1.900 1.723 0.1930 -0.3242 1.0476 0.26
H 8.846 1.832 3.088 -1.0892 -0.0378 -0.1335 0.35
H 6.997 1.775 3.405 1.0226 -0.2456 -0.3531 0.29
H 4.123 1.539 0.742 -0.4282 -0.3525 -1.1007 0.23
H 4.128 2.005 -0.983 -0.4410 -1.0668 0.6017 0.53
H 1.818 1.415 0.859 0.4205 -0.2644 -1.1499 0.23
H 1.541 0.610 -0.729 0.9612 0.3322 0.3620 -0.29
H 2.407 3.027 -1.720 -0.5290 0.0628 1.2399 0.22
H 1.635 3.612 -0.114 0.3855 -0.7266 -0.7114 0.25
H 0.137 3.368 -2.399 0.4030 -0.7402 0.9514 0.39
H 0.175 1.592 -2.050 0.3720 1.0731 0.4072 0.15
H -1.835 3.234 -1.076 1.0977 -0.4563 0.3708 0.29
H -0.656 3.446 0.269 -0.3273 -0.6071 -0.7116 0.32
H -1.078 1.369 1.139 -0.1414 -0.4387 -1.1514 0.10
H -1.090 0.479 -0.505 -0.2073 0.8772 0.5873 -0.10
H -3.463 1.455 -0.887 0.4943 0.1487 1.0585 0.32
H -3.399 2.250 0.760 0.4829 -0.7091 -0.5674 0.32
H -3.662 -0.781 0.023 0.4826 0.8759 0.6484 0.22
H -2.781 -0.356 1.562 -0.6092 0.5158 -0.9314 0.12
H -4.995 1.229 1.926 -0.1262 -1.0172 -0.3549 0.38
H -4.945 -0.495 2.457 0.0369 0.5976 -0.9114 0.37
H -7.121 0.180 1.092 1.0309 -0.1569 -0.4191 0.35
H -6.053 0.344 -0.356 -0.1203 -0.5796 0.8162 0.25
H -5.317 -2.164 0.110 -0.8946 0.1764 0.3262 0.35
H -6.595 -2.191 1.416 0.1358 0.0364 -1.0912 0.30
H -7.340 -1.373 -1.573 0.4235 -0.6603 0.9964 0.29
H -7.096 -3.126 -1.177 -0.3521 1.0128 0.6186 0.39
H -8.782 -0.992 1.652 -0.2757 -0.7538 -1.0956 0.27
H -11.541 -1.573 1.603 1.1582 -0.2606 -0.6656 0.36
H -11.937 -3.176 -0.709 0.8402 0.5649 0.5831 0.35
H -9.452 -3.412 -1.952 -0.1214 0.6346 1.0375 0.32
H 0.669 -2.879 -4.654 0.6952 0.8155 0.2617 0.38
H 1.997 -1.683 -5.158 -0.8416 -0.4498 0.8517 0.35
H 0.513 -1.109 -4.264 0.7523 -0.8429 -0.0945 0.34
C 0.083 6.914 -1.868 -0.0648 0.0514 -0.0852 -0.10
Cl 1.316 6.534 -3.078 -0.0286 0.0196 0.0836 -0.12
Cl -1.523 6.929 -2.601 0.1242 0.0010 0.0802 -0.11
Cl 0.146 5.755 -0.534 -0.0207 0.4865 -0.0728 -0.06
H 0.288 7.904 -1.471 -0.0145 -0.1273 -0.0529 0.39
```
Positions in Å, forces in eV/Å.

Properties
* orbital gap: 5.114 eV
* E_HOMO: -9.0 eV
* multiplicity: 1
* total charge: +1